<1>
{"formula": "C3H12N2O2", "method": "the ωB97M-V functional and the def2-TZVPD basis", "s2": 0.77, "charge": 1, "multiplicity": 2, "lumo_ev": [-4.11, -7.99], "symbols": ["O", "O", "N", "N", "C", "C", "C", "H", "H", "H", "H", "H", "H", "H", "H", "H", "H", "H", "H"], "coordinates": [[-0.32377, -3.02768, 0.61629], [0.10341, -1.54221, -1.78720], [0.53419, -0.66723, 2.21476], [0.44217, 0.42271, 0.12928], [0.22890, 1.69295, -0.61401], [0.67447, 0.38939, 1.39730], [-1.27338, 1.91251, -0.78525], [1.08854, 1.31230, 1.80809], [0.75782, 2.50305, -0.12315], [0.18090, -0.42807, -0.42804], [-0.40313, -2.31176, 1.27182], [-1.42310, 2.67986, -1.53999], [-1.76359, 2.28727, 0.10959], [-1.75082, 0.99173, -1.12794], [1.31316, -0.72872, 2.87755], [0.61939, -2.94216, 0.41919], [-0.55017, -2.00481, -1.23039], [0.91502, -2.03611, -1.60462], [0.63000, 1.49698, -1.60329]]}

***

<2>
{"formula": "C3H12N2O2", "method": "the ωB97M-V functional and the def2-TZVPD basis", "s2": 0.76, "charge": 1, "multiplicity": 2, "lumo_ev": [-4.51, -8.57], "symbols": ["O", "O", "N", "N", "C", "C", "C", "H", "H", "H", "H", "H", "H", "H", "H", "H", "H", "H", "H"], "coordinates": [[3.01712, 0.53348, -3.45883], [1.12933, -2.34380, 1.02812], [-0.97508, -0.23257, 1.59489], [-1.24051, 2.08511, 1.36748], [-0.06953, -0.14264, -0.78006], [-1.19011, -0.53419, 0.16465], [-0.85623, 0.98042, 2.03661], [0.42673, -1.85544, 1.46721], [-2.13850, -0.03156, -0.05018], [-1.38721, -1.58424, 0.14329], [-1.88201, 2.71220, 1.85120], [-0.38705, -0.34355, -1.80163], [0.75040, -0.84925, -0.66427], [2.69723, 0.57969, -4.36959], [0.36111, 0.83216, -0.56716], [1.42806, -3.02606, 1.64411], [2.31844, 0.01864, -3.04157], [-0.48781, 1.24197, 3.03128], [-1.51437, 1.95962, 0.40444]]}

***

Preferred: <1>; penalty for the next structure: 75.4 kJ/mol.

***

<1>
{"formula": "H2N2O3", "method": "the ωB97M-V functional and the def2-TZVPD basis", "smiles": "O=NN(O)O", "charge": 0, "multiplicity": 1, "lumo_ev": -0.47, "symbols": ["O", "O", "O", "N", "N", "H", "H"], "coordinates": [[-1.29994, -0.82898, -0.00946], [-0.09376, 1.13569, 0.13205], [1.99521, -0.22150, 0.03831], [-0.14734, -0.15241, -0.40476], [0.98248, -0.91513, -0.05480], [-0.19542, 1.70497, -0.62808], [-1.24124, -0.72265, 0.92673]]}

***

<2>
{"formula": "H2N2O3", "method": "the ωB97M-V functional and the def2-TZVPD basis", "charge": 0, "multiplicity": 1, "lumo_ev": [0.08, -0.10], "symbols": ["O", "O", "O", "N", "N", "H", "H"], "coordinates": [[1.07663, -0.60644, 1.27280], [0.26970, 0.89804, -0.60894], [-1.24578, -0.04947, -1.72145], [-0.81707, 0.12129, -0.62458], [0.60461, -1.56423, 0.69563], [0.66258, 1.39201, -1.43411], [0.40546, -0.14114, 1.81761]]}

***

Preferred: <1>; penalty for the next structure: 200.4 kJ/mol.

***

<1>
{"formula": "C4H8FNO2", "method": "the ωB97M-V functional and the def2-TZVPD basis", "smiles": "C[C@@H](F)CONC=O", "charge": 0, "multiplicity": 1, "lumo_ev": 0.60, "symbols": ["F", "O", "O", "N", "C", "C", "C", "C", "H", "H", "H", "H", "H", "H", "H", "H"], "coordinates": [[-2.68901, -0.53569, -0.26675], [0.42817, -0.61083, -0.50130], [2.00414, 1.29572, 0.11374], [1.73592, -0.93068, -0.27032], [-1.49930, 1.39126, -0.22636], [-0.40365, -0.81037, 0.57281], [2.47629, 0.14203, 0.06922], [-1.58966, 0.05154, 0.42730], [0.12679, -0.33955, 1.42611], [3.61368, -0.10816, 0.44299], [-1.00316, 1.26793, -1.26725], [-2.49831, 1.79287, -0.24665], [2.13300, -1.98005, -0.39609], [-0.84100, 2.04498, 0.21747], [-0.77748, -1.79126, 0.72740], [-2.06436, 0.32337, 1.43153]]}

***

<2>
{"formula": "C4H8FNO2", "method": "the ωB97M-V functional and the def2-TZVPD basis", "smiles": "NC[C@H](F)CC(=O)O", "charge": 0, "multiplicity": 1, "lumo_ev": 0.32, "symbols": ["F", "O", "O", "N", "C", "C", "C", "C", "H", "H", "H", "H", "H", "H", "H", "H"], "coordinates": [[-1.96762, -1.32398, -0.76638], [0.45199, 2.56297, -0.56701], [2.04084, 1.12561, -1.00433], [0.45874, -0.32448, 1.57117], [-0.29588, -1.35337, 0.76290], [0.81949, 1.26501, -0.84406], [-1.00862, -0.51589, -0.14584], [-0.12328, 0.14828, -1.15811], [0.63696, -2.08590, 0.33214], [-0.93184, 0.57666, -1.85213], [-1.58508, 0.12621, 0.48549], [1.18443, 0.44469, 1.06536], [0.49811, -0.57054, -1.62219], [-0.87312, -2.11683, 1.35037], [1.24154, -0.64396, 2.45295], [-0.54666, 2.68552, -0.06036]]}

***

Preferred: <2>; penalty for the next structure: 10.9 kJ/mol.

***

<1>
{"formula": "C3H7NO3", "method": "the ωB97M-V functional and the def2-TZVPD basis", "smiles": "O=NCCC(O)O", "charge": 0, "multiplicity": 1, "lumo_ev": 0.18, "symbols": ["O", "O", "O", "N", "C", "C", "C", "H", "H", "H", "H", "H", "H", "H"], "coordinates": [[0.18587, 0.41362, -1.97137], [-0.88619, -2.02878, 2.34884], [1.84109, 0.70841, -0.48324], [-1.38268, -1.20380, 1.55236], [-0.52737, 0.37742, 0.60335], [0.49124, 0.94573, -0.73179], [-0.63891, -1.09801, 0.26314], [0.26771, 2.01531, -0.73955], [2.28244, 1.57125, -0.41809], [0.31196, -1.62927, 0.29469], [0.74527, -0.37585, -2.06918], [-1.31065, -1.29385, -0.57290], [-1.45649, 0.93371, 0.45652], [0.07672, 0.66412, 1.46723]]}

***

<2>
{"formula": "C3H7NO3", "method": "the ωB97M-V functional and the def2-TZVPD basis", "smiles": "N[C@@H](CO)C(=O)O", "charge": 0, "multiplicity": 1, "lumo_ev": 0.26, "symbols": ["O", "O", "O", "N", "C", "C", "C", "H", "H", "H", "H", "H", "H", "H"], "coordinates": [[0.41872, 0.83171, -2.07910], [0.00458, -1.41568, -1.82883], [1.59601, 0.81276, 1.20189], [-0.82581, -1.27256, 0.68685], [0.06267, -0.15666, -1.34072], [0.34236, 1.18189, 0.57063], [-0.55635, -0.02096, -0.02347], [2.23317, 0.37845, 0.45024], [0.10643, -1.38535, 1.15453], [-1.55938, 0.53668, -0.53194], [-0.10273, 1.37368, 1.55600], [0.33592, 1.94723, -0.18625], [-1.63268, -0.98010, 1.37758], [-0.42291, -1.83111, -1.00741]]}

***

<3>
{"formula": "C3H7NO3", "method": "the ωB97M-V functional and the def2-TZVPD basis", "smiles": "N[C@H](CO)C(=O)O", "charge": 0, "multiplicity": 1, "lumo_ev": 0.67, "symbols": ["O", "O", "O", "N", "C", "C", "C", "H", "H", "H", "H", "H", "H", "H"], "coordinates": [[1.02877, 2.28807, 0.61881], [-1.08579, 2.06813, -0.19024], [-0.78087, -2.04273, 0.58701], [1.32193, -0.17838, -0.80059], [0.22984, 0.09050, 0.19686], [-1.03104, -0.74467, 0.04379], [-0.05409, 1.58293, 0.13725], [1.67329, -1.10596, -0.58389], [-1.34209, -0.90338, -0.99396], [-1.58423, -2.35145, 1.00690], [0.75079, -0.26696, 1.08398], [-1.78754, -0.18025, 0.58386], [1.75689, 2.02839, 0.03141], [0.90414, -0.28422, -1.72118]]}

***

<4>
{"formula": "C3H7NO3", "method": "the ωB97M-V functional and the def2-TZVPD basis", "smiles": "N[C@@H](CO)C(=O)O", "charge": 0, "multiplicity": 1, "lumo_ev": 0.79, "symbols": ["O", "O", "O", "N", "C", "C", "C", "H", "H", "H", "H", "H", "H", "H"], "coordinates": [[1.32380, 0.80320, -1.87042], [2.27990, -0.06864, -0.06271], [-0.96996, -1.00551, 1.72843], [-1.02653, 1.22771, -0.51953], [1.24846, 0.53416, -0.71654], [-0.03511, 0.39263, 0.12967], [-0.51443, -1.00098, 0.37261], [-1.36325, 1.93995, 0.09522], [0.18148, -1.83431, 0.21700], [-1.31266, -1.28993, -0.31899], [3.08069, -0.13507, -0.58992], [-1.71291, -1.58169, 1.87340], [-1.44186, 1.21965, -1.43681], [0.26237, 0.79883, 1.09859]]}

***

Preferred: <3>; penalty for the next structure: 21.2 kJ/mol.